[1]
This record from the Open Molecules 2025 dataset describes a molecular structure, C23H26MgN5O6PS3 at a distorted geometry. The level of theory is ωB97M-V/def2-TZVPD.

```
65
Properties=species:S:1:pos:R:3:lowdin_charge:R:1
Mg 0.541 -0.578 -1.590 0.391
N 0.596 -4.687 1.185 -0.002
C 0.265 -3.373 0.813 -0.943
S -1.429 -3.080 0.683 0.494
N 1.301 -2.609 0.702 -0.022
N 1.327 -1.297 0.284 -0.054
C 2.222 -0.607 0.899 -0.104
C 2.602 0.770 0.678 -0.140
C 3.553 1.331 1.535 -0.080
C 3.995 2.632 1.392 -0.147
C 3.475 3.409 0.355 -0.124
C 2.525 2.896 -0.497 -0.022
C 2.047 1.565 -0.375 -0.357
O 1.144 1.112 -1.163 -0.126
H -0.116 -5.351 0.930 0.030
H 1.534 -4.948 0.916 0.061
H 2.753 -1.121 1.707 0.114
H 3.950 0.717 2.338 0.096
H 4.730 3.044 2.074 0.075
H 3.819 4.431 0.228 0.086
H 2.103 3.502 -1.290 0.108
C 2.149 -3.845 -5.082 -0.145
O 2.523 -2.917 -4.088 -0.128
C 1.509 -2.156 -3.487 -0.832
O 1.927 -1.358 -2.613 -0.095
N 0.392 -3.000 -3.135 -0.009
N -0.373 -2.480 -2.058 -0.033
H 3.072 -4.119 -5.594 0.078
H 1.458 -3.390 -5.797 0.043
H 1.691 -4.738 -4.644 0.077
H -0.199 -3.195 -3.932 0.094
H -0.527 -3.193 -1.360 -0.024
H -1.282 -2.180 -2.407 0.063
C -2.760 0.436 -0.292 -0.255
P -1.253 0.424 0.779 1.044
C -1.032 2.240 1.001 -0.358
C -1.105 3.097 -0.098 -0.092
C -0.856 4.453 0.047 -0.099
C -0.510 4.976 1.285 -0.120
C -0.392 4.127 2.376 -0.105
C -0.644 2.772 2.232 -0.095
C -2.056 0.099 2.420 -0.386
C -1.445 -0.805 3.288 -0.126
C -2.057 -1.177 4.476 -0.095
C -3.278 -0.621 4.831 -0.118
C -3.861 0.334 4.012 -0.107
C -3.256 0.683 2.811 -0.100
H -2.427 0.534 -1.323 0.018
H -3.449 1.244 -0.040 0.033
H -3.249 -0.530 -0.167 0.034
H -1.329 2.687 -1.075 0.109
H -0.930 5.115 -0.809 0.096
H -0.319 6.037 1.398 0.086
H -0.104 4.524 3.343 0.090
H -0.539 2.112 3.085 0.099
H -0.488 -1.228 3.018 0.087
H -1.587 -1.916 5.113 0.096
H -3.773 -0.931 5.745 0.087
H -4.791 0.809 4.304 0.089
H -3.725 1.424 2.174 0.099
O -1.795 -1.565 -4.238 -0.421
S -0.933 -0.377 -4.244 0.177
O -1.466 0.682 -5.080 -0.407
O -0.696 0.102 -2.860 -0.424
S 0.827 -0.947 -5.121 0.641
```

spin multiplicity: 1
E_tot: -3353.4869 a.u.
charge: -2
largest force on an atom: 2.0 eV/A



[2]
This record from the Open Molecules 2025 dataset describes a single C23H26N2O6 molecule. The level of theory is ωB97M-V/def2-TZVPD.

```
57
Properties=species:S:1:pos:R:3:lowdin_charge:R:1
C -5.630 -2.498 1.483 -0.105
C -6.893 -2.307 0.652 -0.241
C -7.134 -0.842 0.261 -0.116
C -6.034 -0.350 -0.660 -0.464
O -6.068 -0.501 -1.861 0.076
N -5.012 0.249 0.024 0.143
C -3.827 0.775 -0.451 -0.140
C -3.520 0.809 -1.812 0.016
C -2.328 1.344 -2.254 -0.010
C -1.397 1.869 -1.363 -0.224
C -1.689 1.837 -0.013 0.044
C -2.886 1.301 0.466 -0.055
C -3.133 1.297 1.912 -0.452
O -4.133 0.871 2.464 0.081
O -2.136 1.821 2.636 0.116
H -2.369 1.786 3.577 0.138
H -0.979 2.233 0.696 0.130
C -0.085 2.438 -1.835 -0.100
C 1.067 1.656 -1.262 -0.218
C 2.053 2.263 -0.515 0.035
C 3.130 1.549 0.026 -0.059
C 3.205 0.158 -0.190 -0.141
C 2.196 -0.451 -0.942 0.019
C 1.154 0.280 -1.466 0.003
H 0.391 -0.222 -2.041 0.125
H 2.249 -1.514 -1.108 0.101
N 4.255 -0.581 0.333 0.142
C 4.524 -1.918 0.217 -0.465
O 3.838 -2.717 -0.380 0.078
C 5.821 -2.311 0.901 -0.116
C 6.981 -2.293 -0.105 -0.241
C 7.303 -0.892 -0.612 -0.105
H 6.470 -0.480 -1.177 0.071
H 8.171 -0.924 -1.267 0.072
H 7.527 -0.223 0.217 0.071
H 6.722 -2.937 -0.947 0.113
H 7.865 -2.713 0.379 0.107
H 5.700 -3.328 1.277 0.121
H 6.041 -1.646 1.738 0.116
H 4.931 -0.034 0.849 0.101
C 4.083 2.379 0.783 -0.456
O 3.953 3.566 0.958 0.106
O 5.167 1.744 1.301 0.083
H 5.713 2.400 1.764 0.140
H 2.026 3.327 -0.328 0.126
H -0.003 3.482 -1.528 0.124
H -0.044 2.400 -2.926 0.123
H -2.120 1.355 -3.315 0.117
H -4.232 0.407 -2.514 0.102
H -5.092 0.295 1.040 0.099
H -7.191 -0.223 1.157 0.118
H -8.078 -0.773 -0.282 0.120
H -7.757 -2.656 1.222 0.106
H -6.827 -2.907 -0.258 0.112
H -4.740 -2.276 0.899 0.072
H -5.561 -3.528 1.824 0.071
H -5.640 -1.849 2.357 0.073
```

spin multiplicity: 1
E_tot: -1453.1197 a.u.
largest force on an atom: 0.8 eV/A



[3]
This record from the Open Molecules 2025 dataset describes a single C23H26N4O3S molecule. The level of theory is ωB97M-V/def2-TZVPD.

```
57
Properties=species:S:1:pos:R:3:lowdin_charge:R:1
C 2.393 2.644 -1.088 -0.095
H 2.290 3.685 -0.789 0.078
C 1.273 2.250 -2.045 -0.220
H 1.420 2.776 -2.990 0.114
H 1.334 1.180 -2.258 0.100
C -0.136 2.590 -1.540 -0.321
C -1.164 2.305 -2.636 -0.045
H -0.988 2.969 -3.479 0.085
H -2.168 2.487 -2.265 0.076
H -1.093 1.283 -3.001 0.063
C -0.465 1.850 -0.236 -0.179
N -0.512 0.417 -0.453 0.154
C -0.156 -0.479 0.465 -0.418
O 0.088 -0.219 1.634 0.050
C -0.082 -1.907 -0.107 -0.215
N 0.913 -1.965 -1.159 -0.024
C 0.640 -1.775 -2.485 -0.373
O -0.302 -1.121 -2.895 0.076
C 1.696 -2.491 -3.221 -0.074
C 1.915 -2.603 -4.582 0.009
C 2.970 -3.396 -5.006 -0.067
C 3.778 -4.055 -4.090 -0.063
C 3.563 -3.940 -2.723 -0.014
C 2.512 -3.155 -2.298 -0.162
C 2.038 -2.823 -0.925 -0.458
H 2.806 -2.333 -0.314 0.138
S 1.345 -4.189 0.102 0.933
C 0.321 -2.937 0.946 -0.388
H -0.535 -3.436 1.392 0.086
H 0.913 -2.462 1.730 0.082
H 4.189 -4.459 -2.014 0.118
H 4.590 -4.671 -4.446 0.107
H 3.165 -3.505 -6.062 0.106
H 1.277 -2.085 -5.281 0.123
H -1.061 -2.143 -0.549 0.169
H -0.712 0.102 -1.400 0.107
H 0.327 2.039 0.502 0.150
C -1.760 2.372 0.426 -0.422
O -2.434 3.272 -0.025 0.077
N -2.037 1.727 1.574 0.077
H -1.383 1.036 1.921 0.094
C -3.141 2.104 2.420 -0.118
C -2.723 2.715 3.734 -0.190
C -3.628 3.491 4.451 -0.025
C -3.236 4.027 5.666 -0.152
N -2.036 3.843 6.190 0.049
C -1.176 3.107 5.510 -0.148
C -1.463 2.520 4.287 -0.012
H -0.713 1.928 3.786 0.103
H -0.205 2.979 5.971 0.104
H -3.913 4.637 6.250 0.103
H -4.619 3.674 4.063 0.111
H -3.761 1.221 2.625 0.136
H -3.741 2.824 1.856 0.126
H -0.181 3.657 -1.301 0.147
H 2.392 2.026 -0.194 0.065
H 3.358 2.523 -1.575 0.070
```

spin multiplicity: 1
E_tot: -1735.0697 a.u.
largest force on an atom: 0.9 eV/A



[4]
This record from the Open Molecules 2025 dataset describes a single C23H26N6O3S molecule at a distorted geometry. The level of theory is ωB97M-V/def2-TZVPD.

```
59
Properties=species:S:1:pos:R:3:lowdin_charge:R:1
C -4.708 -0.900 2.550 -0.054
C -5.296 -0.445 1.224 -0.195
H -5.176 0.635 1.093 0.119
H -6.352 -0.713 1.138 0.124
O -4.631 -1.114 0.145 0.009
C -3.728 -0.438 -0.539 -0.495
O -3.512 0.743 -0.457 0.082
C -3.113 -1.352 -1.613 -0.006
N -1.751 -1.017 -1.883 -0.054
C -0.586 -1.633 -1.534 -0.262
N 0.395 -0.896 -1.999 0.093
N -0.157 0.152 -2.598 -0.012
N -1.419 0.099 -2.542 0.063
C -0.487 -2.925 -0.783 -0.111
N 0.647 -3.105 0.078 -0.148
C 0.619 -2.368 1.329 -0.110
C 0.514 -0.874 1.148 -0.097
C 1.581 -0.042 1.143 0.045
C 1.475 1.323 0.751 -0.127
C 2.585 2.172 0.659 0.011
C 2.449 3.455 0.185 -0.269
C 1.181 3.898 -0.216 0.005
C 0.059 3.103 -0.135 -0.192
C 0.209 1.801 0.374 -0.138
N -0.869 0.971 0.520 0.210
C -0.814 -0.339 0.894 -0.398
O -1.859 -0.989 1.005 0.015
H -1.788 1.312 0.246 0.114
C -1.283 3.585 -0.593 -0.032
H -1.995 3.601 0.233 0.089
H -1.677 2.926 -1.367 0.078
H -1.206 4.589 -1.000 0.079
H 1.086 4.901 -0.608 0.121
C 3.623 4.379 0.070 -0.053
H 4.529 3.905 0.440 0.073
H 3.780 4.663 -0.970 0.082
H 3.448 5.290 0.641 0.080
H 3.553 1.791 0.953 0.115
H 2.560 -0.413 1.405 0.098
H 1.520 -2.624 1.888 0.114
H -0.260 -2.711 1.889 0.129
C 1.935 -3.430 -0.516 -0.185
C 3.020 -2.400 -0.437 -0.523
C 3.268 -1.330 -1.236 -0.142
C 4.418 -0.602 -0.852 -0.190
C 5.041 -1.135 0.228 -0.421
S 4.232 -2.540 0.805 1.019
H 5.928 -0.800 0.728 0.058
H 4.761 0.278 -1.365 0.104
H 2.631 -1.052 -2.054 0.086
H 1.763 -3.669 -1.568 0.127
H 2.301 -4.338 -0.012 0.112
H -1.380 -3.011 -0.153 0.122
H -0.498 -3.743 -1.515 0.137
H -3.195 -2.389 -1.290 0.136
H -3.692 -1.198 -2.531 0.147
H -5.123 -0.310 3.362 0.078
H -3.628 -0.775 2.522 0.061
H -4.928 -1.951 2.720 0.078
```

spin multiplicity: 1
E_tot: -1844.5062 a.u.
largest force on an atom: 1.4 eV/A



| no. | Kohn-Sham gap (eV) | HOMO energy (eV) |
| --- | --- | --- |
| 1 | 6.33 | -1.8 |
| 2 | 8.49 | -8.4 |
| 3 | 9.43 | -9.4 |
| 4 | 8.46 | -8.0 |